No. 1
Computed, not measured: a single C23H30N2O4S molecule, with ωB97M-V with the def2-TZVPD basis set.

```
60
C23H30N2O4S, DFT ωB97M-V with the def2-TZVPD basis set
C -3.588 -0.056 1.924
O -2.297 -0.213 1.390
C -1.946 -1.428 0.867
C -2.763 -2.549 0.877
C -2.347 -3.734 0.291
C -1.107 -3.837 -0.316
C -0.650 -5.105 -0.969
C -0.280 -2.720 -0.306
C -0.674 -1.528 0.276
N 0.223 -0.438 0.186
C 0.446 0.380 1.359
C 1.711 1.240 1.261
O 1.619 2.446 1.413
N 2.896 0.613 1.152
C 3.094 -0.802 0.947
C 3.441 -1.164 -0.500
C 4.659 -0.419 -1.047
C 4.357 1.054 -1.332
C 4.542 1.999 -0.141
C 4.100 1.419 1.206
S 0.066 0.412 -1.257
O 1.194 1.287 -1.367
O -0.122 -0.564 -2.291
C -1.421 1.372 -1.051
C -1.357 2.579 -0.382
C -2.531 3.270 -0.139
C -3.757 2.763 -0.561
C -5.021 3.526 -0.308
C -3.789 1.549 -1.242
C -2.622 0.847 -1.484
H -3.746 -0.702 2.794
H -3.650 0.986 2.231
H -4.359 -0.256 1.173
H -3.743 -2.506 1.326
H -3.013 -4.585 0.305
H 0.228 -5.499 -0.459
H -1.432 -5.859 -0.946
H -0.375 -4.913 -2.004
H 0.688 -2.755 -0.779
H 0.531 -0.282 2.227
H -0.383 1.074 1.542
H 3.914 -1.119 1.604
H 2.198 -1.349 1.239
H 2.580 -0.942 -1.132
H 3.625 -2.241 -0.534
H 5.504 -0.516 -0.361
H 4.946 -0.900 -1.985
H 5.001 1.407 -2.140
H 3.326 1.131 -1.675
H 5.593 2.285 -0.043
H 3.963 2.901 -0.339
H 3.910 2.246 1.897
H 4.892 0.791 1.624
H -0.398 2.960 -0.066
H -2.497 4.212 0.387
H -5.875 2.855 -0.240
H -5.203 4.219 -1.129
H -4.949 4.105 0.609
H -4.735 1.152 -1.580
H -2.620 -0.099 -2.004
```

energy above the lowest of the compared OMol25 structures with the same formula, charge and spin: 17.7 kcal/mol
E_HOMO: -8.558 eV

Here are the natural (NBO) charges for atoms 1 to 2, given in e: atom 1 (C): -0.25, atom 2 (O): -0.52

No. 2
Computed, not measured: a molecular structure, C14H28FeN6O6Se, with ωB97M-V with the def2-TZVPD basis set.

```
56
C14H28FeN6O6Se, DFT ωB97M-V with the def2-TZVPD basis set
O -0.362 -1.267 -4.239
H -0.405 -1.260 -5.220
Fe 0.257 0.008 -1.205
N 1.698 -1.193 -1.472
N -0.585 -1.776 -0.756
N 1.019 1.636 -0.736
N -1.125 0.871 0.006
O 2.940 -0.835 -1.501
O 2.347 1.882 -0.955
O -2.076 0.277 0.738
O -1.629 -2.068 0.007
C 0.087 -2.875 -1.209
C 1.354 -2.519 -1.721
C 0.272 2.633 -0.224
C -0.957 2.165 0.323
C 2.144 -3.349 -2.672
H 1.821 -3.121 -3.704
H 1.963 -4.419 -2.505
H 3.215 -3.131 -2.583
C -0.575 -4.207 -1.155
H -1.550 -4.169 -1.644
H -0.758 -4.514 -0.122
H 0.022 -4.974 -1.642
C 0.689 4.068 -0.270
C -1.916 2.951 1.163
H 1.219 4.247 -1.217
H 1.349 4.366 0.564
H -0.189 4.736 -0.236
H -2.716 2.301 1.548
H -2.367 3.754 0.551
H -1.397 3.417 2.023
H 2.709 0.956 -1.162
H -1.941 -0.796 0.431
C -2.048 -0.406 -2.943
H -1.838 -1.300 -3.509
H -1.805 0.530 -3.464
H -2.871 -0.419 -2.210
O 0.742 0.624 -2.878
H 0.060 -0.460 -3.831
H 0.442 1.533 -3.096
C 1.606 2.357 2.784
N 0.647 1.354 3.186
C -0.319 1.550 4.162
C -0.974 0.363 4.300
N -0.404 -0.531 3.424
C -0.801 -1.907 3.269
C 0.644 0.047 2.749
Se 1.725 -0.766 1.534
H 1.077 3.266 2.466
H 2.200 1.966 1.951
H 2.272 2.609 3.620
H -0.434 2.493 4.655
H -1.793 0.071 4.948
H -0.887 -2.379 4.257
H -1.763 -1.974 2.745
H -0.034 -2.415 2.677
```

multiplicity: 5
E_HOMO (alpha / beta): -6.837 / -7.481 eV

Here are the natural (NBO) charges for atoms 1 to 2, given in e: atom 1 (O): -1.03, atom 2 (H): 0.47

No. 3
Computed, not measured: a molecular structure, C2H30BeO15, with ωB97M-V with the def2-TZVPD basis set.

```
48
C2H30BeO15, DFT ωB97M-V with the def2-TZVPD basis set
Be -0.243 -1.019 -0.476
O -0.887 0.248 0.113
C 0.276 0.934 -0.099
C 0.607 0.772 -1.579
O 0.773 -0.645 -1.541
H 1.014 0.423 0.508
H 0.204 1.955 0.255
H 1.471 1.237 -2.021
H -0.298 0.870 -2.236
O 2.427 -2.069 -3.303
H 2.056 -1.332 -2.808
H 1.920 -2.791 -2.970
O -2.178 2.410 0.063
H -1.872 3.077 0.687
H -1.479 1.726 -0.046
O 3.532 -0.008 -0.626
H 4.243 -0.282 -1.187
H 2.718 0.073 -1.132
O 0.515 -2.007 0.648
H 0.090 -2.608 1.290
H 1.411 -2.231 0.644
O -3.418 1.031 -2.037
H -4.185 1.494 -2.353
H -2.969 1.747 -1.621
O 3.520 1.416 1.625
H 4.318 1.155 2.024
H 3.390 0.975 0.784
O 1.211 2.709 3.041
H 0.650 1.948 2.960
H 1.734 2.550 2.259
O 2.173 -0.566 2.797
H 2.532 0.286 2.568
H 1.546 -0.442 3.543
O -0.741 0.664 2.812
H -0.815 0.566 1.841
H -0.515 -0.206 3.038
O -3.710 0.399 1.269
H -3.152 1.125 0.947
H -3.556 -0.300 0.647
O -1.425 -2.062 -1.145
H -2.380 -2.004 -1.484
H -1.086 -2.556 -1.926
O -2.145 -1.678 2.023
H -2.632 -2.360 1.607
H -2.760 -0.950 2.238
O -0.491 -1.528 -4.090
H 0.017 -0.821 -3.682
H -1.412 -1.347 -3.873
```

energy above the lowest of the compared OMol25 structures with the same formula, charge and spin: 16.3 kcal/mol
E_HOMO: -10.073 eV

Here are the natural (NBO) charges for atoms 1 to 2, given in e: atom 1 (Be): 1.70, atom 2 (O): -1.04

No. 4
Computed, not measured: a molecular structure, C88H186As3F21N8O4, with ωB97M-V with the def2-TZVPD basis set.

```
310
C88H186As3F21N8O4, DFT ωB97M-V with the def2-TZVPD basis set
C 10.541 3.732 -3.385
C 10.454 4.913 -4.344
C 10.233 4.522 -5.796
C 9.890 5.710 -6.698
N 9.470 5.380 -8.059
C 10.677 4.882 -8.872
C 11.530 6.045 -9.282
C 10.580 7.197 -9.190
C 9.235 6.643 -8.860
C 8.305 4.452 -8.163
C 7.130 4.775 -7.271
C 6.133 3.661 -7.241
H 10.807 4.097 -2.392
H 11.322 3.033 -3.682
H 9.659 3.115 -3.284
H 11.388 5.464 -4.283
H 9.625 5.614 -4.037
H 9.364 3.865 -5.787
H 11.068 3.995 -6.226
H 10.648 6.433 -6.760
H 9.046 6.313 -6.302
H 10.236 4.320 -9.693
H 11.229 4.171 -8.260
H 11.872 5.767 -10.341
H 12.397 6.273 -8.665
H 10.393 7.898 -9.996
H 10.851 7.748 -8.333
H 8.749 6.252 -9.728
H 8.571 7.377 -8.408
H 8.668 3.454 -7.982
H 7.933 4.509 -9.148
H 6.755 5.723 -7.681
H 7.385 5.001 -6.264
H 6.508 2.852 -6.676
H 5.722 3.278 -8.201
H 5.226 3.940 -6.655
C -6.000 -4.068 -0.729
C -5.260 -2.807 -1.142
C -4.563 -2.090 0.038
C -5.612 -1.684 1.080
N -5.143 -0.635 2.061
C -3.935 -1.137 2.785
C -4.515 -1.995 3.952
C -6.006 -1.598 4.121
C -6.071 -0.319 3.263
C -4.799 0.671 1.301
C -5.983 1.102 0.437
C -5.823 2.552 0.136
H -5.468 -4.789 -0.063
H -6.478 -4.603 -1.545
H -6.928 -3.947 -0.152
H -5.972 -2.193 -1.684
H -4.443 -3.142 -1.765
H -3.935 -1.307 -0.360
H -3.826 -2.823 0.479
H -5.801 -2.565 1.660
H -6.533 -1.196 0.748
H -3.399 -0.246 3.085
H -3.291 -1.670 2.093
H -3.893 -1.937 4.824
H -4.563 -3.031 3.742
H -6.285 -1.446 5.166
H -6.728 -2.301 3.772
H -5.629 0.590 3.657
H -7.081 -0.144 2.889
H -3.858 0.468 0.819
H -4.566 1.445 2.021
H -6.930 0.898 0.894
H -5.941 0.486 -0.455
H -6.457 2.871 -0.705
H -4.834 2.789 -0.181
H -5.926 3.297 0.930
C 0.351 -1.407 11.450
C 0.416 -0.889 10.058
C -0.545 -1.633 9.127
C -0.615 -0.864 7.814
N -1.093 -1.661 6.561
C -0.124 -2.664 6.065
C 0.536 -2.108 4.805
C 0.093 -0.628 4.813
C -1.276 -0.659 5.438
C -2.347 -2.439 6.905
C -3.554 -1.677 7.510
C -4.686 -2.743 7.571
H -0.625 -1.780 11.592
H 0.544 -0.734 12.282
H 1.009 -2.296 11.539
H 1.426 -0.947 9.571
H 0.161 0.158 9.969
H -1.512 -1.745 9.559
H -0.110 -2.605 8.984
H 0.383 -0.505 7.630
H -1.277 0.029 7.964
H -0.738 -3.525 5.821
H 0.585 -2.977 6.829
H 0.134 -2.624 3.939
H 1.573 -2.453 4.846
H -0.073 -0.352 3.792
H 0.744 0.042 5.328
H -1.924 -1.134 4.735
H -1.581 0.264 5.869
H -2.118 -3.273 7.614
H -2.594 -2.940 5.939
H -3.851 -0.793 6.995
H -3.177 -1.425 8.535
H -5.640 -2.384 7.911
H -4.406 -3.598 8.195
H -4.938 -3.168 6.567
C -1.771 -8.485 -7.758
C -1.130 -7.218 -7.264
C -0.355 -7.401 -5.956
C -0.079 -6.091 -5.312
N 0.792 -6.269 -4.161
C 0.412 -7.373 -3.292
C -0.913 -6.878 -2.806
C -0.652 -5.384 -2.470
C 0.593 -5.048 -3.268
C 2.259 -6.405 -4.663
C 3.377 -6.464 -3.610
C 4.699 -6.338 -4.408
H -2.539 -8.652 -7.020
H -1.081 -9.301 -7.862
H -2.318 -8.341 -8.710
H -1.894 -6.375 -7.180
H -0.404 -6.793 -7.992
H 0.551 -7.917 -6.247
H -0.999 -7.984 -5.230
H -1.084 -5.709 -5.006
H 0.394 -5.348 -5.989
H 1.246 -7.268 -2.588
H 0.462 -8.380 -3.693
H -1.238 -7.423 -1.931
H -1.697 -7.100 -3.546
H -0.453 -5.176 -1.417
H -1.492 -4.778 -2.776
H 1.483 -4.864 -2.650
H 0.508 -4.229 -4.060
H 2.323 -5.509 -5.277
H 2.240 -7.225 -5.371
H 3.517 -7.365 -3.015
H 3.231 -5.633 -2.917
H 4.487 -5.536 -5.105
H 4.894 -7.321 -4.809
H 5.540 -6.121 -3.734
C -4.913 8.204 -0.078
C -6.143 8.472 0.745
C -5.771 8.198 2.248
C -7.073 7.919 2.949
N -7.168 7.371 4.391
C -6.841 5.925 4.487
C -7.434 5.472 5.813
C -8.690 6.380 6.069
C -8.592 7.478 4.931
C -6.337 8.246 5.315
C -4.806 7.833 5.433
C -4.182 9.049 6.148
H -4.010 8.635 0.309
H -5.079 8.462 -1.121
H -4.781 7.112 -0.129
H -6.967 7.964 0.378
H -6.394 9.515 0.633
H -5.177 8.974 2.723
H -5.239 7.258 2.295
H -7.646 7.196 2.414
H -7.680 8.866 2.874
H -5.788 5.716 4.349
H -7.433 5.451 3.723
H -6.682 5.675 6.594
H -7.613 4.402 5.757
H -8.680 6.824 7.074
H -9.574 5.742 5.981
H -8.797 8.481 5.328
H -9.327 7.306 4.124
H -6.650 8.254 6.368
H -6.360 9.283 5.002
H -4.477 7.740 4.420
H -4.725 6.880 5.997
H -4.895 9.318 6.969
H -4.184 9.784 5.352
H -3.155 8.950 6.530
C 7.728 -5.330 -0.736
C 7.211 -6.684 -0.192
C 5.711 -6.663 0.129
C 5.405 -5.677 1.234
N 3.986 -5.254 1.254
C 3.811 -4.339 -0.083
C 2.669 -3.452 0.218
C 2.716 -3.240 1.755
C 3.742 -4.174 2.333
C 2.914 -6.245 1.459
C 2.604 -7.321 0.430
C 1.690 -8.358 1.060
H 7.464 -4.505 -0.031
H 7.210 -5.146 -1.703
H 8.769 -5.258 -0.894
H 7.767 -7.049 0.662
H 7.341 -7.456 -0.934
H 5.393 -7.657 0.404
H 5.154 -6.444 -0.795
H 6.018 -4.738 1.163
H 5.709 -6.148 2.146
H 3.626 -4.938 -0.967
H 4.707 -3.778 -0.219
H 1.698 -3.904 -0.015
H 2.731 -2.495 -0.360
H 1.749 -3.312 2.210
H 3.039 -2.223 1.971
H 3.407 -4.654 3.254
H 4.696 -3.627 2.445
H 1.943 -5.713 1.665
H 3.247 -6.661 2.402
H 3.501 -7.883 0.151
H 2.198 -6.919 -0.518
H 2.331 -8.795 1.837
H 1.376 -9.156 0.380
H 0.799 -7.883 1.500
C -2.198 -1.865 -4.426
C -2.025 -0.578 -5.149
C -3.028 0.457 -4.680
C -2.776 1.852 -5.198
C -1.499 2.364 -4.612
C -0.341 1.519 -5.019
N -0.749 0.025 -4.640
O 0.141 -0.711 -4.160
C 0.921 1.787 -4.302
C -0.130 1.659 -6.586
C -2.166 -0.814 -6.653
H -3.291 -2.107 -4.466
H -2.034 -1.667 -3.370
H -1.641 -2.705 -4.678
H -3.170 0.499 -3.587
H -3.965 0.072 -5.175
H -3.624 2.453 -4.902
H -2.829 1.869 -6.275
H -1.624 2.358 -3.507
H -1.318 3.409 -4.906
H 1.100 2.809 -4.533
H 1.786 1.234 -4.715
H 0.807 1.603 -3.238
H -1.097 1.452 -7.061
H 0.531 0.925 -7.010
H 0.134 2.706 -6.864
H -2.451 -0.030 -7.390
H -3.022 -1.528 -6.752
H -1.379 -1.462 -7.037
C 1.718 2.417 2.714
C 1.546 3.840 2.320
C 2.188 4.373 0.987
C 1.586 5.741 0.532
C 0.076 5.547 0.156
C -0.732 5.208 1.386
N -0.024 3.920 2.000
O -0.778 2.988 2.326
C -2.047 4.834 0.961
C -0.921 6.352 2.533
C 1.833 4.643 3.536
H 1.420 2.201 3.745
H 2.810 2.249 2.772
H 1.155 1.733 2.034
H 2.176 3.575 0.227
H 3.181 4.539 1.338
H 2.227 6.136 -0.279
H 1.600 6.414 1.394
H 0.128 4.716 -0.577
H -0.381 6.433 -0.310
H -2.711 4.711 1.794
H -2.062 4.034 0.206
H -2.508 5.678 0.422
H -1.820 6.878 2.293
H -0.058 7.076 2.546
H -0.975 5.894 3.533
H 1.500 5.650 3.421
H 2.872 4.608 3.718
H 1.307 4.306 4.415
As 1.823 -2.459 -6.592
F 3.326 -2.095 -7.421
F 0.933 -2.415 -8.034
F 0.238 -2.842 -5.865
F 2.511 -2.548 -5.053
F 1.427 -0.787 -6.286
F 2.204 -4.193 -6.730
As -3.494 3.272 4.863
F -1.923 3.843 4.415
F -4.194 4.462 3.822
F -5.057 2.640 5.223
F -2.742 2.145 5.928
F -3.638 4.393 6.195
F -3.354 2.157 3.569
As -0.572 0.479 -0.675
F -2.042 1.158 0.050
F -1.357 0.579 -2.266
F 0.844 -0.245 -1.309
F 0.065 0.433 0.932
F -1.322 -1.233 -0.476
F 0.170 1.995 -0.898
C -1.446 -4.622 3.087
O -0.269 -5.037 3.790
O -2.275 -3.802 3.680
C -0.937 -4.293 1.685
F -0.172 -5.272 1.150
F -1.939 -4.284 0.781
F -0.345 -3.093 1.556
C -0.649 -5.766 4.921
C 0.630 -6.533 5.493
H 0.319 -7.405 6.020
H 1.194 -6.925 4.613
H 1.272 -5.997 6.185
H -1.342 -6.618 4.688
H -1.239 -5.181 5.609
H -1.997 -5.522 2.826
```

E_HOMO: -13.186 eV
net charge: +4

Here are the Mulliken charges for atoms 1 to 2, given in e: atom 1 (C): -1.38, atom 2 (C): -0.46